Entry 1:
Entry from the Open Molecules 2025 dataset: a molecular structure, C32H31BrIN7OPSV (ωB97M-V with the def2-TZVPD basis set).

Geometry (Å):
S1 2.0420 4.2610 -1.8534
C1 -0.8311 3.8803 -4.7438
H1 -2.9045 -1.9404 3.9214
H2 5.3074 1.6052 -1.8555
C2 2.5583 -0.6648 -0.3620
C3 2.0673 -5.1615 -1.3086
C4 1.3790 -1.8936 1.9802
C5 3.1899 -2.2093 3.5930
I1 -2.0590 -2.1365 1.1458
H3 0.3606 0.7921 2.2997
H4 -3.9757 2.4137 -2.0595
C6 4.0306 -0.0856 -2.1800
H5 1.3379 1.2760 -4.6814
C7 -0.0532 -3.3909 -1.5567
C8 2.3096 -2.1259 4.6234
N1 -1.6608 2.1027 -3.3613
H6 4.4111 -0.2825 -3.1734
H7 2.8957 -3.7699 0.0810
H8 2.6476 -1.7200 -2.2384
H9 -1.9567 -1.8707 6.2031
C9 0.4106 -1.9238 3.0501
H10 -0.9043 -2.7293 -1.6305
H11 2.6493 -2.1885 5.6494
C10 0.3192 3.1469 -5.0368
O1 1.3051 3.5822 -5.8221
C11 1.2657 3.0001 -1.3179
N2 -1.4189 1.7154 3.6583
C12 -1.8308 -1.9051 4.0484
C13 3.0773 0.4012 0.3799
C14 -0.0469 -4.5680 -2.2899
H12 -3.2805 2.3031 2.2902
H13 -5.8889 3.2390 0.4857
H14 -2.2561 1.9373 4.1680
H15 -2.6772 3.8715 -3.6731
H16 -5.6198 2.4290 -1.4165
N3 -0.4076 1.0276 1.6808
C15 2.7120 -2.0618 2.2804
C16 1.0143 -5.4514 -2.1666
N4 -4.1505 2.1904 0.0391
P1 1.0622 -1.5278 0.2116
C17 -1.7752 3.3203 -3.9107
C18 -1.2948 -1.8831 5.3481
C19 1.0060 -3.0854 -0.7059
H17 4.2469 -2.3522 3.7681
H18 -0.9850 4.8693 -5.1542
H19 3.4432 -2.0372 1.4829
H20 4.4620 2.0314 0.4272
H21 -4.7390 0.9001 -1.5281
H22 1.1243 4.4682 -6.1600
C20 -2.9559 1.6985 0.3778
C21 0.9201 -1.9817 4.3833
N5 0.6722 2.0469 -0.9211
Br1 -0.4004 -0.3049 -2.8911
C22 4.5378 0.9706 -1.4375
H23 2.8912 -5.8543 -1.2064
H24 1.0187 -6.3721 -2.7340
H25 0.4952 -1.9772 6.4922
V1 -0.2687 0.5393 -0.2903
N6 -2.1620 1.0899 -0.4681
C23 -4.6432 1.9677 -1.3229
H26 -4.5058 3.7477 1.4314
H27 -0.6143 1.4545 4.2033
H28 2.7213 0.5965 1.3857
C24 3.0395 -0.8993 -1.6502
C25 0.0546 -1.9382 5.5042
C26 -1.0171 -1.9291 2.9474
C27 -1.4216 1.4997 2.3319
C28 0.4627 1.8747 -4.4806
H29 -2.4761 1.1648 -1.4350
C29 -0.5640 1.4548 -3.6723
H30 -5.3467 2.2035 1.7947
C30 4.0634 1.2113 -0.1545
C31 2.0656 -3.9838 -0.5804
C32 -5.0082 2.8775 1.0038
H31 -0.8740 -4.7987 -2.9476
N7 -2.6027 1.8422 1.7068

Values from the calculation:
ΔE to the lowest compared entry with this formula, charge and spin: 3.4 kJ/mol
charge: +2
2S+1: 3
DFT total energy: -170110.69471 eV
HOMO (spin up / spin down): -13.11 / -13.15 eV

=====

Entry 2:
Entry from the Open Molecules 2025 dataset: a molecular structure, C32H31BrN3O2PS5Ta in a non-equilibrium geometry (ωB97M-V with the def2-TZVPD basis set).

Geometry (Å):
C1 3.8113 -2.4137 -2.9292
C2 -4.0377 0.0307 1.7473
H1 6.4024 -2.5260 -0.6362
C3 -1.3469 -2.5414 4.0429
C4 0.3081 -0.7194 -6.4658
Ta1 0.9547 0.0041 -0.8805
C5 4.4557 -0.6973 3.9011
H2 -2.8050 1.6084 2.5579
H3 -4.1113 -0.3242 -0.3791
C6 -0.3889 5.6787 -1.5537
C7 -2.8376 1.6433 -2.5974
C8 -2.7102 -2.7942 4.6619
H4 -2.6044 -2.8932 5.7422
C9 -3.3563 1.3842 1.6436
S1 -0.3881 -0.3751 1.1594
H5 -4.7404 0.0490 2.5818
H6 -1.3938 -0.3892 4.0586
H7 -2.6652 1.4007 0.8026
C10 -1.5969 3.6426 -2.0715
N1 3.3648 -1.8590 -1.8533
H8 3.9121 0.2560 5.7284
H9 1.9943 1.4535 4.7842
C11 0.2561 -1.3879 -3.7671
C12 2.5748 0.8054 4.1411
H10 -1.9144 -0.2157 -2.0813
O1 -3.0853 -0.9868 2.1839
C13 -0.4243 -2.1684 -4.7007
C14 4.3044 -1.8557 -0.8718
C15 2.9891 -0.1625 2.0110
H11 -5.2022 -1.3459 0.5624
H12 -0.9357 -2.4497 -6.7560
C16 -1.7980 0.8601 -2.0554
H13 -4.1067 2.1605 1.4924
H14 -3.3870 -1.9693 4.4484
C17 0.9601 -0.2526 -4.1877
C18 -0.6679 1.4247 -1.5075
P1 -1.9353 -1.7901 1.4404
C19 -0.5683 2.8426 -1.4919
C20 -0.7637 -1.1959 4.4360
S2 1.8331 0.7710 -3.0626
H15 0.2405 -1.0756 4.0301
S3 -2.3862 -2.8613 -0.1152
N2 4.6752 -1.5013 1.5192
H16 5.3144 -1.2188 4.3026
H17 -5.5915 0.3631 0.3128
S4 5.4341 -2.9753 -2.8276
H18 -3.7119 1.1483 -3.0002
H19 1.3746 1.2199 2.4159
H20 5.4766 -2.1048 1.5828
C21 4.1000 -0.8118 2.5643
C22 0.9798 0.0657 -5.5459
O2 -1.4087 -2.7164 2.5957
C23 -0.4018 -1.8371 -6.0426
C24 -1.4742 5.0511 -2.0943
H21 -0.7193 -1.1228 5.5224
H22 1.5292 0.9428 -5.8631
H23 -0.2990 6.7557 -1.5717
H24 -3.1354 -3.7158 4.2661
C25 5.4999 -2.4219 -1.2176
H25 -0.6641 -3.3376 4.3396
H26 3.2277 -2.5221 -3.8333
C26 0.5111 3.5612 -0.9405
H27 0.3358 -0.4586 -7.5152
H28 -3.5178 3.6125 -3.0466
H29 -2.2657 5.6291 -2.5548
N3 2.9080 -0.4866 0.6514
S5 0.2090 -1.9145 -2.0828
H30 1.4903 5.3973 -0.5101
C27 2.2196 0.6812 2.8131
C28 -4.7796 -0.3458 0.4789
C29 0.6291 4.9172 -0.9549
Br1 1.9378 2.5712 -0.0786
C30 3.9468 -1.2793 0.4065
C31 3.6704 0.1229 4.6829
C32 -2.7332 3.0018 -2.6170
H31 -0.9710 -3.0357 -4.3514

Values from the calculation:
ΔE to the lowest compared entry with this formula, charge and spin: 198.8 kJ/mol
charge: +1
DFT total energy: -177311.04037 eV
HOMO: -10.28 eV

=====

Entry 3:
Entry from the Open Molecules 2025 dataset: a molecular structure, C32H31CaN5O4Si in a non-equilibrium geometry (ωB97M-V with the def2-TZVPD basis set).

Geometry (Å):
H1 -1.2820 1.1703 -5.1065
O1 1.3044 -0.9106 -0.3718
Ca1 -0.4072 -1.2198 1.2517
H2 2.7249 2.7568 1.0306
H3 2.6091 -1.1174 -7.0728
O2 -1.6910 1.2939 -2.8900
H4 -1.1219 0.8547 -7.5279
C1 -0.2828 -6.9992 1.9355
H5 3.3932 4.5799 -4.3297
O3 -1.7519 -5.2964 0.1787
H6 1.5776 2.2445 4.0679
C2 -0.6987 0.6562 -2.5826
O4 -0.8608 -3.4650 1.1252
H7 2.3899 0.6960 -2.0589
C3 0.2930 -7.7338 2.9594
N1 1.6074 0.1645 -2.4428
H8 -5.1236 0.3979 4.4028
H9 -2.9726 -2.4565 3.3227
C4 1.1684 -5.7240 3.9858
N2 -0.7131 1.2346 1.7895
C5 1.8055 -0.6285 -6.5815
N3 -0.5212 -0.2831 -1.6374
C6 1.9831 1.9982 0.8769
H10 1.6839 -5.1988 4.7897
C7 2.0949 2.9114 -3.9460
C8 -0.4007 4.0669 1.1526
C9 1.3655 -1.5978 3.2548
C10 0.7002 0.9043 -3.2527
N4 1.8305 -1.9098 4.2760
C11 -1.0127 -4.7131 1.0123
H11 0.6727 5.0679 -1.0745
C12 2.0146 5.0104 -2.7440
H12 -4.4005 -2.0202 4.4037
C13 1.0238 -7.1084 3.9860
C14 0.8118 -0.3924 -1.4123
C15 1.7274 -0.3618 -5.2383
H13 -1.3305 4.2501 1.7154
C16 -4.2404 0.6402 3.8868
C17 0.8201 -0.2302 -7.4462
H14 0.9561 -0.4688 -8.4962
H15 -0.2638 2.8096 -1.5671
C18 -0.3907 0.7902 -5.5717
C19 2.5361 4.2118 -3.7449
C20 0.6716 0.4191 -4.7186
C21 0.5590 -4.9799 2.9838
Si1 0.4002 2.4620 1.8376
C22 -0.2858 0.5052 -6.9211
H16 0.0531 3.0213 4.1826
C23 -0.2159 -5.6218 2.0060
H17 0.2174 4.9405 1.3769
C24 1.0890 2.3833 -3.1348
H18 0.6493 -3.8926 3.0805
H19 -4.4960 -1.9057 2.5983
H20 2.4279 5.9527 -2.5780
H21 -4.2284 2.7100 4.3570
H22 -0.6836 4.0394 0.0981
H23 2.4334 1.1393 1.4094
C25 1.0360 4.4932 -1.9047
H24 -0.9076 -7.4665 1.1354
H25 0.1573 -8.7833 2.9550
C26 -3.8463 -1.7672 3.4782
C27 0.9460 2.9675 3.5529
H26 1.8606 1.8203 -0.2086
H27 2.4494 -0.8424 -4.5546
H28 1.4355 3.9623 3.6693
H29 -2.0588 3.1870 3.2909
C28 -3.4789 -0.3670 3.3525
C29 -2.4433 2.1689 3.3137
H30 1.4724 -7.7227 4.7541
C30 -1.8176 1.0917 2.5687
H31 2.4657 2.2524 -4.6709
N5 -2.3588 -0.1529 2.6364
C31 0.5443 3.2057 -2.1572
C32 -3.6749 1.9055 3.9026

Values from the calculation:
ΔE to the lowest compared entry with this formula, charge and spin: 61.0 kJ/mol
charge: -2
DFT total energy: -75652.43832 eV
HOMO: -2.63 eV